This record from OMol25 describes a 4-piece molecular cluster, C24H19F6NO3 overall. The level of theory is ωB97M-V/def2-TZVPD.

Each atom is followed by the atoms it is bonded to, with distances in Å.
Cartesian coordinates (Å):
1 C 1.280 -0.977 -2.160  H14 1.085, C26 1.395, C46 1.390
2 F 2.910 0.707 -1.900  C46 1.340
3 C -2.258 -0.101 -1.831  C9 1.395, C13 1.391, H30 1.085
4 C 3.251 2.108 1.804  H11 1.169, N22 1.544, C25 1.636, H31 1.186
5 H -6.094 0.466 -1.675  C38 1.087
6 F 1.145 -1.580 0.731  C23 1.340
7 C -0.211 2.152 2.686  F24 1.478, F27 1.498, C33 1.634, F50 1.510
8 O 1.953 5.528 3.663  C44 1.476, C53 1.499
9 C -2.792 1.141 -2.173  C3 1.395, C35 1.397, H41 1.087
10 C 0.714 -1.728 -4.384  H16 1.088, C26 1.396, C28 1.397
11 H 2.741 1.058 1.841  C4 1.169
12 C -1.525 -4.436 2.013  H20 1.088, C37 1.397, C45 1.396
13 C -3.110 -1.131 -1.446  C3 1.391, C42 1.390, F48 1.340
14 H 1.157 -1.025 -1.083  C1 1.085
15 H -4.590 2.313 -2.378  C35 1.088
16 H 0.133 -2.371 -5.042  C10 1.088
17 C 0.019 -3.616 0.346  C23 1.390, C45 1.395, H52 1.085
18 H -0.136 -1.482 2.986  C34 1.085
19 O -0.568 5.408 3.493  C53 1.357
20 H -2.231 -5.190 2.353  C12 1.088
21 H 1.783 -0.784 -6.004  C28 1.087
22 N 4.518 1.980 2.677  C4 1.544, H29 1.064, H36 1.063
23 C 0.275 -2.510 1.148  F6 1.340, C17 1.390, C34 1.391
24 F 0.201 0.882 2.052  C7 1.478
25 C 2.385 3.343 2.436  C4 1.636, C33 1.485, C44 1.674
26 C 0.531 -1.798 -3.002  C1 1.395, C10 1.396, H32 1.087
27 F -0.809 1.993 4.051  C7 1.498
28 C 1.640 -0.834 -4.927  C10 1.397, H21 1.087, C49 1.395
29 H 4.659 0.931 2.780  N22 1.064
30 H -1.187 -0.274 -1.862  C3 1.085
31 H 3.647 2.415 0.728  C4 1.186
32 H -0.193 -2.492 -2.583  C26 1.087
33 C 0.940 3.308 2.776  C7 1.634, C25 1.485, C53 1.663
34 C -0.356 -2.353 2.377  H18 1.085, C23 1.391, C37 1.395
35 C -4.174 1.343 -2.116  C9 1.397, H15 1.088, C38 1.396
36 H 4.164 2.261 3.639  N22 1.063
37 C -1.266 -3.318 2.810  C12 1.397, C34 1.395, H51 1.087
38 C -5.020 0.305 -1.723  H5 1.087, C35 1.396, C42 1.395
39 H -1.083 -5.459 0.167  C45 1.087
40 O 4.073 5.338 2.221  C44 1.338
41 H -2.136 1.950 -2.483  C9 1.087
42 C -4.486 -0.940 -1.392  C13 1.390, C38 1.395, H47 1.085
43 H 3.098 0.702 -4.488  C49 1.085
44 C 2.940 4.887 2.771  O8 1.476, C25 1.674, O40 1.338
45 C -0.882 -4.587 0.783  C12 1.396, C17 1.395, H39 1.087
46 C 2.195 -0.086 -2.709  C1 1.390, F2 1.340, C49 1.391
47 H -5.130 -1.760 -1.093  C42 1.085
48 F -2.596 -2.325 -1.122  C13 1.340
49 C 2.380 -0.005 -4.084  C28 1.395, H43 1.085, C46 1.391
50 F -1.307 2.718 1.815  C7 1.510
51 H -1.771 -3.201 3.765  C37 1.087
52 H 0.521 -3.713 -0.611  C17 1.085
53 C 0.657 4.840 3.358  O8 1.499, O19 1.357, C33 1.663

SMILES string = NCC1=C(C(F)(F)F)C(=O)OC1=O.Fc1ccccc1.Fc1ccccc1.Fc1ccccc1
HOMO energy = -9.23 eV
calculated total energy = -1805.37981 Eh
Kohn-Sham gap = 7.19 eV
max |F| = 10.085 eV/Å

Quick look at the Löwdin charges, all values in e: C -0.023; F 0.059; C -0.008; C -0.180; H 0.104; F 0.032; C -0.164; O 0.042; C -0.073; C -0.087; H 0.121; C -0.092; C -0.281; H 0.090; H 0.101; H 0.103; C -0.022; H 0.103; O 0.032; H 0.102; H 0.105; N -0.047; C -0.281; F 0.027; C 0.026; C -0.095; F 0.022; C -0.080; H 0.082; H 0.086; H 0.143; H 0.095; C 0.081; C -0.016; C -0.097; H 0.076; C -0.074; C -0.085; H 0.108; O 0.050; H 0.107; C -0.018; H 0.115; C -0.168; C -0.079; C -0.279; H 0.115; F 0.059; C -0.016; F 0.009; H 0.106; H 0.109; C -0.145